[1]
{"formula": "C30H24N4O2PPt", "method": "ωB97M-V/def2-TZVPD", "energy_ha": -1987.69493, "lumo_energy_ev": -3.02, "gap_ev": 8.22, "homo_energy_ev": -11.246, "charge": 1, "elements": ["Pt", "O", "C", "N", "C", "O", "C", "C", "C", "C", "C", "N", "C", "C", "C", "C", "C", "N", "H", "H", "H", "H", "H", "H", "H", "H", "N", "C", "C", "C", "C", "C", "C", "P", "C", "C", "C", "C", "C", "C", "C", "C", "C", "C", "C", "C", "H", "H", "H", "H", "H", "H", "H", "H", "H", "H", "H", "H", "H", "H", "H", "H"], "coordinates": [[0.701, 1.021, 1.007], [0.475, 3.277, 4.356], [0.472, 2.838, 3.239], [1.346, 1.927, 2.672], [2.431, 1.387, 3.324], [2.884, 1.694, 4.395], [3.086, 0.325, 2.460], [4.309, -0.195, 2.828], [4.972, -1.042, 1.953], [4.390, -1.311, 0.724], [3.148, -0.778, 0.435], [2.485, -0.002, 1.297], [-0.531, 3.306, 2.208], [-1.243, 4.464, 2.415], [-1.962, 5.004, 1.357], [-1.903, 4.382, 0.124], [-1.195, 3.199, -0.005], [-0.568, 2.642, 1.031], [4.718, 0.108, 3.782], [5.934, -1.461, 2.213], [4.879, -1.931, -0.013], [2.661, -0.988, -0.509], [-1.181, 4.934, 3.386], [-2.524, 5.919, 1.486], [-2.397, 4.797, -0.742], [-1.129, 2.675, -0.941], [-2.926, 1.098, -1.359], [-3.165, -0.022, -0.541], [-4.463, -0.294, -0.121], [-4.739, -1.386, 0.679], [-3.718, -2.246, 1.045], [-2.422, -1.981, 0.639], [-2.107, -0.855, -0.127], [-0.355, -0.447, -0.487], [-0.264, -0.080, -2.262], [0.683, 0.838, -2.710], [0.807, 1.108, -4.065], [-0.020, 0.469, -4.977], [-0.969, -0.446, -4.537], [-1.090, -0.724, -3.185], [0.460, -2.070, -0.324], [0.770, -2.527, 0.959], [1.439, -3.726, 1.135], [1.821, -4.474, 0.028], [1.526, -4.023, -1.248], [0.845, -2.825, -1.427], [-2.479, 0.856, -2.236], [-3.777, 1.610, -1.551], [-5.265, 0.358, -0.445], [-5.755, -1.577, 0.997], [-3.923, -3.122, 1.644], [-1.646, -2.668, 0.938], [1.320, 1.343, -1.990], [1.546, 1.820, -4.408], [0.072, 0.684, -6.033], [-1.612, -0.945, -5.249], [-1.826, -1.444, -2.842], [0.502, -1.932, 1.826], [1.669, -4.073, 2.133], [2.351, -5.408, 0.163], [1.826, -4.602, -2.111], [0.631, -2.480, -2.429]], "mulliken_charge": [1.128, -0.579, 0.138, -0.110, 0.127, -0.607, 0.441, -0.514, -0.447, -0.945, 0.126, -0.020, 0.492, -0.631, -0.329, -0.809, 0.280, -0.149, 0.518, 0.460, 0.489, 0.491, 0.503, 0.434, 0.446, 0.289, -0.251, 0.667, -0.788, -0.677, -0.965, -0.704, 0.474, 0.384, 0.329, -0.507, -0.672, -0.689, -0.669, -0.024, -0.052, 0.163, -0.908, -0.726, -0.742, -0.314, 0.085, 0.317, 0.341, 0.405, 0.447, 0.370, 0.336, 0.467, 0.424, 0.464, 0.501, 0.578, 0.477, 0.435, 0.453, 0.351]}


[2]
{"formula": "C30H24NNiP2Se2Te3", "method": "ωB97M-V/def2-TZVPD", "energy_ha": -9010.43223, "de_lowest_ev": 0.0000, "lumo_energy_ev": 2.21, "gap_ev": 6.03, "homo_energy_ev": -3.817, "charge": -1, "elements": ["Ni", "Te", "C", "C", "C", "N", "C", "C", "C", "P", "C", "C", "C", "C", "C", "C", "C", "C", "C", "C", "C", "C", "P", "C", "C", "C", "C", "C", "C", "C", "C", "C", "C", "C", "C", "H", "H", "H", "H", "H", "H", "H", "H", "H", "H", "H", "H", "H", "H", "H", "H", "H", "H", "H", "H", "H", "H", "H", "H", "Se", "Te", "Te", "Se"], "coordinates": [[-1.553, -1.606, 1.880], [1.782, 1.692, 0.890], [2.138, 2.240, -1.157], [3.120, 1.620, -1.919], [3.294, 1.998, -3.244], [2.573, 2.944, -3.846], [1.645, 3.551, -3.105], [1.398, 3.243, -1.774], [0.316, 0.260, 0.763], [0.407, -1.479, 0.878], [1.915, -1.959, 1.776], [1.960, -1.688, 3.144], [3.101, -1.963, 3.878], [4.213, -2.516, 3.253], [4.174, -2.793, 1.896], [3.029, -2.515, 1.158], [0.642, -2.251, -0.756], [1.098, -1.503, -1.836], [1.255, -2.091, -3.084], [0.945, -3.434, -3.259], [0.478, -4.184, -2.187], [0.325, -3.595, -0.939], [-1.423, 0.369, 0.945], [-1.825, 1.914, 1.814], [-2.356, 3.026, 1.174], [-2.547, 4.212, 1.875], [-2.206, 4.292, 3.215], [-1.675, 3.182, 3.861], [-1.487, 2.001, 3.164], [-2.254, 0.569, -0.667], [-1.543, 0.985, -1.786], [-2.177, 1.115, -3.015], [-3.528, 0.815, -3.131], [-4.239, 0.379, -2.019], [-3.605, 0.254, -0.791], [3.736, 0.836, -1.495], [4.049, 1.512, -3.854], [1.067, 4.324, -3.601], [0.624, 3.772, -1.230], [1.086, -1.268, 3.628], [3.123, -1.753, 4.940], [5.106, -2.735, 3.826], [5.037, -3.227, 1.405], [3.006, -2.734, 0.098], [1.313, -0.453, -1.696], [1.607, -1.498, -3.920], [1.057, -3.893, -4.235], [0.222, -5.227, -2.324], [-0.049, -4.174, -0.103], [-2.626, 2.971, 0.127], [-2.963, 5.073, 1.367], [-2.356, 5.217, 3.759], [-1.413, 3.236, 4.911], [-1.079, 1.131, 3.666], [-0.485, 1.186, -1.694], [-1.612, 1.437, -3.881], [-4.023, 0.904, -4.091], [-5.288, 0.123, -2.109], [-4.154, -0.110, 0.071], [-3.385, -1.098, 3.308], [-4.884, -2.530, 1.940], [-2.902, -4.408, 1.243], [-1.203, -3.706, 2.896]], "mulliken_charge": [0.014, 0.236, 0.085, -0.215, -0.389, -0.659, -0.361, -0.230, -1.420, 1.756, 0.482, -0.622, -0.708, -0.478, -0.699, -0.220, -0.040, 0.196, -0.629, -0.557, -0.658, -0.183, 1.721, 0.577, -0.152, -0.729, -0.475, -0.704, -0.621, -0.263, 0.219, -0.766, -0.535, -0.591, -0.012, 0.398, 0.371, 0.369, 0.406, 0.308, 0.397, 0.357, 0.391, 0.354, -0.128, 0.453, 0.363, 0.403, 0.266, 0.381, 0.393, 0.364, 0.397, 0.293, 0.103, 0.448, 0.361, 0.412, 0.090, -0.423, -0.285, -0.138, -0.473]}


[3]
{"formula": "C30H24O10PS", "method": "ωB97M-V/def2-TZVPD", "energy_ha": -2649.08605, "lumo_energy_ev": -4.44, "gap_ev": 7.67, "homo_energy_ev": -12.114, "charge": 1, "elements": ["P", "S", "H", "H", "H", "H", "C", "C", "C", "O", "C", "C", "C", "O", "H", "H", "H", "H", "C", "C", "C", "O", "C", "C", "C", "O", "H", "H", "H", "H", "C", "C", "C", "O", "C", "C", "C", "O", "H", "H", "H", "H", "C", "C", "C", "O", "C", "C", "C", "O", "H", "H", "H", "H", "C", "C", "C", "O", "C", "C", "C", "O", "H", "H", "H", "H"], "coordinates": [[2.437, 0.277, 1.528], [0.510, 0.861, 1.231], [3.125, 0.784, 0.405], [2.605, -1.117, 1.538], [3.032, 0.779, 2.702], [-0.093, -0.172, 1.884], [-2.172, -4.839, 0.641], [-2.313, -3.634, 1.193], [-1.340, -2.560, 0.924], [-1.482, -1.448, 1.421], [-0.212, -2.845, 0.015], [-0.067, -4.045, -0.544], [-1.039, -5.143, -0.269], [-0.901, -6.233, -0.780], [-2.877, -5.643, 0.810], [-3.138, -3.386, 1.846], [0.472, -2.032, -0.199], [0.742, -4.276, -1.226], [0.390, -0.053, -2.333], [-0.336, 0.611, -3.230], [-0.315, 0.215, -4.664], [-0.973, 0.810, -5.490], [0.552, -0.934, -5.046], [1.284, -1.585, -4.144], [1.254, -1.187, -2.721], [1.923, -1.764, -1.875], [0.435, 0.214, -1.287], [-0.965, 1.456, -2.977], [0.548, -1.197, -6.097], [1.924, -2.421, -4.397], [4.366, 1.216, -1.955], [5.512, 1.488, -2.576], [5.833, 2.871, -3.028], [6.878, 3.118, -3.589], [4.821, 3.929, -2.766], [3.674, 3.651, -2.147], [3.371, 2.280, -1.688], [2.320, 2.024, -1.117], [4.097, 0.215, -1.639], [6.259, 0.734, -2.792], [5.075, 4.923, -3.111], [2.919, 4.400, -1.948], [1.771, 1.629, 6.917], [1.043, 2.571, 7.515], [0.179, 3.509, 6.743], [-0.475, 4.365, 7.298], [0.144, 3.356, 5.260], [0.870, 2.409, 4.676], [1.739, 1.493, 5.451], [2.405, 0.656, 4.855], [2.408, 0.942, 7.459], [1.040, 2.710, 8.589], [-0.495, 4.043, 4.721], [0.919, 2.189, 3.616], [-6.362, -2.011, -1.765], [-6.774, -0.820, -2.193], [-6.251, 0.436, -1.597], [-6.616, 1.527, -1.983], [-5.255, 0.306, -0.500], [-4.842, -0.885, -0.072], [-5.362, -2.138, -0.676], [-4.978, -3.229, -0.297], [-6.726, -2.942, -2.181], [-7.501, -0.701, -2.988], [-4.898, 1.237, -0.077], [-4.119, -0.993, 0.727]], "mulliken_charge": [0.488, -0.342, -0.059, 0.161, 0.146, 0.314, -0.422, -0.285, 0.399, -0.638, -0.039, -0.320, 0.159, -0.525, 0.445, 0.407, 0.282, 0.527, 0.578, -0.476, 0.184, -0.527, -0.405, -0.564, 0.529, -0.631, 0.063, 0.509, 0.446, 0.482, -0.042, -0.567, 0.243, -0.500, -0.372, -0.475, 0.525, -0.448, 0.405, 0.449, 0.426, 0.433, -0.420, -0.441, 0.313, -0.501, -0.539, 0.125, 0.669, -0.581, 0.426, 0.417, 0.442, 0.135, -0.405, -0.395, 0.327, -0.536, -0.475, -0.140, 0.481, -0.522, 0.421, 0.414, 0.437, 0.384]}


- Number 1 is which compound?
  C30H24N4O2PPt